ORCA calculation (ωB97M-V with the def2-TZVPD basis set) on a cluster of 2 separate species, C4H9O2 in total at a distorted geometry.

Calculated values
Expectation value of S² ... 0.750
Kohn-Sham gap (spin up / spin down) ... 0.1013 / 0.2822 Ha
Lowest unoccupied orbital energy (spin up / spin down) ... 6.789 / 6.687 eV

The geometry in ORCA input format:
```
! RIJCOSX wB97M-V def2-TZVPD def2/J DEFGRID3
* xyz -2 2
C -0.56976 0.76004 1.25871
C -1.77229 0.32844 0.27800
O -2.06503 1.30674 -0.49611
O -2.16671 -0.76686 0.34248
H 0.02370 -0.26790 1.38988
H -1.09890 0.90970 2.14870
H 0.02280 1.62384 1.04746
C 3.42084 -0.57759 -0.30932
C 2.03811 -0.88376 -1.04116
H 3.44958 0.41784 0.10944
H 3.63734 -1.26583 0.39822
H 4.16064 -0.68051 -1.17808
H 1.41954 -1.70936 -0.74649
H 2.11363 -1.12921 -2.18631
H 1.42419 0.01965 -0.87110
*
```



ORCA calculation (ωB97M-V with the def2-TZVPD basis set) on a structure of composition C42H32Br5N4O4SSiTi at a distorted geometry.

Calculated values
Expectation value of S² ... 2.004
Kohn-Sham gap (spin up / spin down) ... 0.2190 / 0.2424 Ha
Lowest unoccupied orbital energy (spin up / spin down) ... 1.979 / 1.980 eV

The geometry in ORCA input format:
```
! RIJCOSX wB97M-V def2-TZVPD def2/J DEFGRID3
* xyz -1 3
Ti -19.30373 4.18206 6.06671
C -20.26231 3.24219 8.82463
O -20.72772 4.19031 7.85621
C -21.23482 5.39425 8.37260
C -22.20259 5.41333 9.29072
C -22.78415 6.59976 9.76974
Br -24.05736 6.74929 11.18679
C -22.38545 7.80491 9.18261
C -21.49478 7.73638 8.05812
C -20.86937 6.57299 7.73772
O -20.01247 6.43833 6.67227
C -21.26692 8.96946 7.33036
N -21.56943 10.16881 7.79621
C -21.23949 11.03241 6.76966
C -21.38777 12.44488 6.73306
C -21.14598 13.09949 5.52201
C -20.56123 12.36872 4.41408
C -20.48755 11.00437 4.42496
C -20.87273 10.37230 5.60388
N -20.86013 9.01683 5.99558
H -20.92126 3.35256 9.72236
H -19.21297 3.51289 9.06652
H -20.34336 2.26001 8.38831
H -22.44683 4.54093 9.92782
H -22.94010 8.69390 9.40694
H -19.11464 6.34942 7.02910
H -21.63547 13.03954 7.52225
H -21.36312 14.15460 5.33786
H -20.21376 12.88798 3.48172
H -20.14275 10.55852 3.51116
H -20.33923 8.23071 5.50793
Br -23.12401 3.70764 -0.03919
C -21.72460 3.90322 1.18149
C -20.53077 4.29780 0.72540
Br -20.33008 4.82886 -1.08112
C -19.53075 4.51559 1.69669
Br -17.72567 4.62367 1.02443
C -19.68608 4.33668 3.05467
O -18.71762 4.47425 3.91410
C -21.03091 3.94847 3.55903
O -21.21616 3.80704 4.84461
C -21.95628 3.63168 2.56731
Br -23.52311 2.87453 3.15929
C -15.47465 3.49858 11.73303
C -16.17249 2.70627 10.88795
C -16.75870 3.24241 9.78736
C -16.57010 4.51845 9.34471
C -15.93036 5.35635 10.27265
C -15.44022 4.86053 11.45751
Si -17.14551 5.09841 7.61204
C -15.83093 4.74109 6.36634
C -14.77540 3.83228 6.53258
C -13.78707 3.70494 5.57813
C -13.93427 4.28845 4.36208
C -14.99327 5.05891 4.09034
C -15.94491 5.31717 5.08962
C -17.06622 7.02385 7.76371
C -16.11532 7.82888 7.10816
C -16.16749 9.20463 7.21095
C -17.09763 9.82415 8.01019
C -17.97817 9.06151 8.78473
C -17.95619 7.65220 8.63289
H -14.98044 3.12692 12.62765
H -16.31713 1.62669 11.08504
H -17.24965 2.45839 9.15061
H -15.88094 6.43475 10.03016
H -15.00646 5.55441 12.14994
H -14.70076 3.33414 7.46244
H -13.00243 2.99321 5.74553
H -13.25018 4.10636 3.51788
H -15.17211 5.54640 3.13816
H -16.89112 5.85886 4.96753
H -15.43279 7.37262 6.42156
H -15.51022 9.82533 6.57356
H -17.20772 10.87777 7.90648
H -18.68140 9.55095 9.51321
H -18.53646 6.98583 9.20812
C -16.82237 1.79811 3.84706
N -18.20787 1.36952 3.59241
C -18.76578 1.22898 2.32313
C -20.09248 1.08932 2.48839
N -20.36899 1.19254 3.86283
C -19.18427 1.40098 4.45648
S -18.95883 1.52930 6.12553
H -16.22845 1.01080 4.36024
H -16.87649 2.74676 4.38666
H -16.29611 2.03184 2.81866
H -18.24324 1.36994 1.38010
H -20.85638 0.85082 1.71323
H -21.25766 1.54783 4.22941
*
```



ORCA calculation (ωB97M-V with the def2-TZVPD basis set) on a structure of composition C53H45NO6P3PtS2 at a distorted geometry.

Calculated values
Kohn-Sham gap ... 0.2320 Ha
Lowest unoccupied orbital energy ... -3.482 eV

The geometry in ORCA input format:
```
! RIJCOSX wB97M-V def2-TZVPD def2/J DEFGRID3
* xyz 1 1
Pt -0.38134 -0.81004 -0.08005
O -1.49706 3.56729 -1.71912
S -0.83195 3.79519 -0.48964
O 0.42477 4.45003 -0.43090
O -0.57179 2.34161 0.25411
C -1.99366 4.36510 0.71001
C -2.41412 5.67824 0.81736
C -3.42135 5.95623 1.72893
C -3.99613 4.93855 2.48562
C -3.55908 3.62792 2.36365
C -2.52424 3.34382 1.48297
P -1.65669 1.75719 1.31700
C -2.76710 0.41516 1.15841
C -2.43884 -0.77776 1.82066
C -3.27499 -1.87519 1.66767
C -4.38211 -1.78384 0.83976
C -4.68310 -0.60308 0.15867
C -3.87173 0.50139 0.30035
C -0.67884 1.67514 2.81573
C -1.33701 1.68806 4.04505
C -0.60878 1.88345 5.20495
C 0.77295 2.01937 5.14137
C 1.42974 1.95040 3.92178
C 0.70637 1.78847 2.74974
H -1.97307 6.45383 0.20371
H -3.77505 6.97230 1.84139
H -4.79209 5.17432 3.18009
H -4.01843 2.84724 2.95764
H -1.57284 -0.82958 2.46887
H -3.04841 -2.79666 2.18856
H -5.02562 -2.64558 0.71429
H -5.54655 -0.55692 -0.49156
H -4.07877 1.41400 -0.24488
H -2.41403 1.57883 4.10392
H -1.12028 1.93442 6.15754
H 1.34033 2.17646 6.04991
H 2.50713 2.03875 3.87682
H 1.21545 1.75865 1.79733
C 0.24055 -1.15153 6.68467
O 0.27938 -2.51484 6.32481
C 0.31066 -2.82701 5.01213
C 0.25960 -4.20196 4.74642
C 0.32681 -4.60940 3.44759
C 0.40897 -3.71583 2.36243
C 0.50809 -4.26170 1.01660
C 0.92995 -5.70148 0.80234
O 0.27617 -3.59263 0.02059
C 0.43069 -2.31448 2.62259
O 0.52311 -1.35779 1.72162
C 0.40156 -1.90511 3.98393
H 0.14361 -1.12576 7.76665
H -0.61482 -0.65385 6.22570
H 1.15744 -0.63597 6.38645
H 0.18631 -4.89772 5.57096
H 0.29780 -5.67179 3.24201
H 1.49394 -6.12976 1.62634
H 1.53724 -5.73633 -0.10277
H 0.04258 -6.31412 0.62440
H 0.47839 -0.84320 4.18423
C 2.56041 -2.08610 -1.18415
P 0.91638 -1.57123 -1.76699
C 0.08974 -2.81868 -2.77647
C -0.99308 -2.42666 -3.56516
C -1.68417 -3.37005 -4.30963
C -1.30518 -4.70506 -4.27303
C -0.23398 -5.09917 -3.48305
C 0.45100 -4.16258 -2.72708
C 1.16032 -0.17708 -2.88384
C 0.98458 -0.15983 -4.20643
C 0.46356 1.14521 -4.75493
C 1.24946 2.31190 -4.25029
C 1.43120 2.31410 -2.93913
C 0.85674 1.14945 -2.21363
P 3.92692 -2.04694 -2.46108
C 3.72314 -3.71680 -3.18011
C 3.81800 -4.89452 -2.43452
C 3.61278 -6.12549 -3.03465
C 3.30643 -6.19510 -4.39120
C 3.21751 -5.03515 -5.14214
C 3.43256 -3.80073 -4.53803
C 5.35875 -2.28790 -1.33633
C 5.51587 -1.48231 -0.20837
C 6.64593 -1.58583 0.58906
C 7.65082 -2.48494 0.26227
C 7.52133 -3.26929 -0.87381
C 6.38677 -3.17087 -1.66742
H 2.49037 -3.03280 -0.65166
H 2.80229 -1.32653 -0.43606
H -1.31425 -1.39319 -3.59883
H -2.52324 -3.05517 -4.91769
H -1.84531 -5.43938 -4.85784
H 0.07322 -6.13754 -3.45163
H 1.28202 -4.48098 -2.11422
H 1.01448 -1.03836 -4.83720
H 0.30863 1.13758 -5.82889
H 1.57675 3.09278 -4.92432
H 1.92517 3.10613 -2.39101
H 1.08999 1.13933 -1.15373
H 4.06847 -4.84567 -1.37978
H 3.69734 -7.03444 -2.45087
H 3.14639 -7.15819 -4.86051
H 2.98735 -5.08692 -6.19910
H 3.37732 -2.89195 -5.12749
H 4.76245 -0.74840 0.05723
H 6.74414 -0.95538 1.46416
H 8.53264 -2.56705 0.88441
H 8.30585 -3.96356 -1.14801
H 6.30700 -3.78927 -2.55232
S -1.27722 1.31509 -3.99685
C -0.69041 0.89840 -2.36362
N -1.31316 0.16428 -1.55150
*
```



ORCA calculation (ωB97M-V with the def2-TZVPD basis set) on a structure of composition H25MnO14P at a distorted geometry.

Calculated values
Expectation value of S² ... 8.753
Kohn-Sham gap (spin up / spin down) ... 0.1703 / 0.1561 Ha
Lowest unoccupied orbital energy (spin up / spin down) ... -16.177 / -16.561 eV

The geometry in ORCA input format:
```
! RIJCOSX wB97M-V def2-TZVPD def2/J DEFGRID3
* xyz 4 6
O -9.71814 5.93395 -3.99878
H -9.81951 5.29040 -3.27456
H -10.07361 5.68736 -4.87283
H -10.08353 6.89533 -3.79640
O -13.87017 5.28031 -5.10603
H -13.19375 5.19174 -5.80317
H -13.89432 4.41862 -4.63887
H -13.69739 6.08716 -4.47440
O -13.03614 6.26710 -0.87385
H -13.37512 5.34406 -0.90796
H -13.13112 6.70710 -1.83409
H -12.11787 6.29800 -0.56987
O -13.18170 11.85325 -4.14895
H -12.82259 12.25652 -3.33972
H -12.75315 10.94319 -4.38165
H -14.16179 11.77487 -4.07326
O -9.47792 10.07762 -5.16139
H -8.62737 9.65705 -5.42697
H -10.03787 9.42877 -4.55781
H -9.21619 10.89501 -4.68652
Mn -10.54075 9.21454 -1.58105
P -12.39465 8.52372 -3.52846
O -10.75800 8.32489 -3.52574
O -13.24316 7.23071 -3.34441
O -12.60993 9.35018 -4.78626
O -12.42839 9.32986 -2.18588
O -15.27292 8.58281 -5.19910
H -14.35108 8.85946 -5.18710
H -15.52710 8.43125 -4.27341
O -13.58177 10.84417 -7.19859
H -13.20476 10.40164 -6.43816
H -13.47321 10.23557 -7.93951
O -15.85691 7.79294 -2.48518
H -15.76366 8.55997 -1.89520
H -14.96398 7.52959 -2.72616
O -10.98424 8.52928 -6.78257
H -11.64574 8.82209 -6.12417
H -11.11427 7.58384 -6.90816
O -14.62351 9.79092 -0.71426
H -13.73698 9.68927 -1.08998
H -14.68839 10.68852 -0.36453
*
```



Copy entry 1 word for word.
ORCA calculation (ωB97M-V with the def2-TZVPD basis set) on a cluster of 2 separate species, C4H9O2 in total at a distorted geometry.

Calculated values
Expectation value of S² ... 0.750
Kohn-Sham gap (spin up / spin down) ... 0.1013 / 0.2822 Ha
Lowest unoccupied orbital energy (spin up / spin down) ... 6.789 / 6.687 eV

The geometry in ORCA input format:
```
! RIJCOSX wB97M-V def2-TZVPD def2/J DEFGRID3
* xyz -2 2
C -0.56976 0.76004 1.25871
C -1.77229 0.32844 0.27800
O -2.06503 1.30674 -0.49611
O -2.16671 -0.76686 0.34248
H 0.02370 -0.26790 1.38988
H -1.09890 0.90970 2.14870
H 0.02280 1.62384 1.04746
C 3.42084 -0.57759 -0.30932
C 2.03811 -0.88376 -1.04116
H 3.44958 0.41784 0.10944
H 3.63734 -1.26583 0.39822
H 4.16064 -0.68051 -1.17808
H 1.41954 -1.70936 -0.74649
H 2.11363 -1.12921 -2.18631
H 1.42419 0.01965 -0.87110
*
```